No. 1
Density functional theory data (ωB97M-V with the def2-TZVPD basis set) for the molecule C2H2Cl4.

Output
- ΔE to the lowest compared entry with this formula, charge and spin (kJ/mol) = 0.0
- spin multiplicity = 1

Geometry (Å):
C -0.63653 0.03497 -1.13357
C 0.43136 -0.04658 -0.01393
H -0.51035 -0.88392 -1.71531
H -0.40030 0.82652 -1.79526
Cl -2.16972 0.04713 -0.46343
Cl -0.05955 -1.26185 1.15200
Cl 0.43894 1.56163 0.76862
Cl 1.91631 -0.33944 -0.84568


No. 2
Density functional theory data (ωB97M-V with the def2-TZVPD basis set) for a structure of composition C17H18IN4O4PtS2.

Output
- net charge = +1
- ΔE to the lowest compared entry with this formula, charge and spin (kJ/mol) = 29.5
- spin multiplicity = 1

Geometry (Å):
Pt 0.76541 0.23328 -0.33193
C 2.13907 1.07972 4.10006
O 1.89949 2.22204 3.24978
C 1.51767 1.97280 2.01278
O 1.40220 0.81147 1.59691
N 1.31158 3.11857 1.32849
N 0.75486 3.05107 0.06457
H 2.38002 1.49587 5.07123
H 2.97318 0.49607 3.71829
H 1.24802 0.46000 4.15509
H 1.33372 3.98040 1.85545
H 1.26241 3.59110 -0.62216
H -0.22146 3.31945 0.04999
C -2.21868 0.50329 -2.35304
C -0.90094 0.15973 -2.95354
N 0.25586 0.18457 -2.32826
C 1.30842 -0.17241 -3.15752
C 0.94406 -0.47774 -4.41977
S -0.74542 -0.30600 -4.59161
C 2.61951 -0.17612 -2.53980
C 3.83844 -0.40974 -3.07427
S 5.01690 -0.38650 -1.84254
C 3.82668 -0.05025 -0.66394
N 2.62309 0.05054 -1.17806
C 4.18921 0.09936 0.77178
H -2.10835 0.64393 -1.28325
H -2.94514 -0.28856 -2.53546
H -2.60561 1.42167 -2.79715
H 1.56636 -0.79230 -5.24034
H 4.08758 -0.61426 -4.10156
H 5.19012 -0.28823 0.94894
H 3.47788 -0.43692 1.39607
H 4.17318 1.15214 1.05988
I -7.17065 -2.87212 2.28989
C -5.26699 -2.32188 1.62861
C -4.53390 -1.39135 2.35126
C -3.27624 -1.01907 1.90251
C -2.74743 -1.59172 0.75234
C -3.48381 -2.53399 0.04495
C -4.75166 -2.89395 0.47389
C -1.39090 -1.21866 0.26084
O -0.63188 -2.01386 -0.26703
O -1.08232 0.06091 0.41330
H -4.94158 -0.95761 3.25368
H -2.70075 -0.28199 2.44640
H -3.05188 -2.99236 -0.83543
H -5.32938 -3.62038 -0.08036


No. 3
Density functional theory data (ωB97M-V with the def2-TZVPD basis set) for a cluster of 2 separate species, C3HF5S in total.

Output
- spin multiplicity = 1

Geometry (Å):
C -1.23031 1.30347 -1.61367
C -0.43429 -0.34947 0.29932
C 1.05504 -0.59518 0.57067
F -0.93370 -0.53548 1.59193
F -0.95135 -1.53721 -0.35493
F 1.38118 -1.41651 1.58957
F 1.53972 0.69107 0.81760
F 1.65638 -0.91412 -0.58223
S -1.18910 2.73769 -2.08787
H -0.89359 0.61572 -0.23038


Number 1: E_LUMO 0.0211 hartree. Number 2: E_LUMO -0.1012 hartree. Number 3: E_LUMO -0.0403 hartree.